(1)
23
Properties=species:S:1:pos:R:3 method="wB97M-V/def2-TZVPD" spin_multiplicity=1 e_tot_ha=-2029.0243
C -0.30 -1.56 2.82
C -2.08 -0.38 -0.36
C -2.53 0.29 2.08
C 2.80 -0.28 -1.91
C 2.38 1.91 -2.55
N -1.63 -0.15 0.98
N 2.06 0.83 -1.64
P -0.09 -0.65 1.32
Cl -1.28 -2.94 2.13
Cl 1.33 -2.13 3.50
Cl 1.02 0.99 1.57
H -1.31 -0.13 -1.12
H -2.33 -1.41 -0.59
H -2.90 0.23 -0.71
H -3.18 -0.57 2.56
H -1.95 0.89 2.82
H -3.25 0.97 1.78
H 2.51 -1.13 -1.30
H 3.22 -0.43 -2.92
H 0.21 -1.06 0.02
H 3.32 1.80 -3.12
H 1.58 2.07 -3.33
H 2.38 2.83 -2.02

***

(2)
47
Properties=species:S:1:pos:R:3 method="wB97M-V/def2-TZVPD" spin_multiplicity=1 e_tot_ha=-3586.7172 charge=-1
In 1.57 -0.15 0.21
C -0.82 3.82 -0.86
C -0.25 2.84 -1.87
O -0.45 3.31 -3.19
P 1.53 2.63 -1.60
O 2.11 1.79 -2.81
O 2.22 4.05 -1.82
O 1.86 2.10 -0.24
P -0.98 1.12 -1.76
O -2.02 1.12 -0.57
O -1.63 0.88 -3.07
O 0.19 0.18 -1.39
H -0.41 4.81 -1.04
H -0.60 3.52 0.17
H -1.91 3.86 -0.98
H -0.96 2.61 -3.65
H 1.67 0.93 -2.88
H 2.88 4.21 -1.13
H -1.60 1.25 0.32
S 4.02 -0.15 0.10
C 4.27 -1.88 0.03
C 5.65 -2.28 0.04
N 6.76 -2.56 0.04
C 3.31 -2.84 -0.03
S 1.58 -2.59 -0.07
C 3.70 -4.22 -0.09
N 4.00 -5.33 -0.12
Cl 1.71 2.12 4.43
C 0.07 1.76 3.86
C 0.03 1.25 2.43
O -0.89 1.65 1.72
O 0.93 0.41 2.12
H -0.53 2.67 3.93
H -0.35 0.99 4.51
C -2.25 -3.93 1.54
Sb -1.92 -1.95 0.75
C -3.95 -1.30 1.01
C -2.16 -2.52 -1.30
H -3.14 -4.37 1.09
H -2.38 -3.88 2.62
H -1.38 -4.55 1.32
H -4.63 -2.06 0.65
H -4.09 -0.38 0.45
H -4.16 -1.11 2.07
H -3.02 -3.18 -1.40
H -1.26 -3.04 -1.65
H -2.31 -1.63 -1.91

***

(3)
16
Properties=species:S:1:pos:R:3 method="wB97M-V/def2-TZVPD" spin_multiplicity=1 e_tot_ha=-451.2511 smiles=Nc1nccn2ccnc12
N -1.56 -2.06 -0.08
C -1.20 -0.74 0.02
N -2.07 0.19 -0.15
C -1.65 1.42 -0.06
C -0.33 1.78 -0.06
N 0.64 0.76 0.01
C 2.03 0.67 -0.03
C 2.33 -0.66 -0.11
N 1.16 -1.41 -0.10
C 0.21 -0.49 -0.06
H -2.46 -2.35 0.28
H -0.79 -2.57 0.29
H -2.23 2.35 -0.08
H -0.12 2.84 0.08
H 2.79 1.43 0.18
H 3.25 -1.17 -0.13

***

(4)
148
Properties=species:S:1:pos:R:3 method="wB97M-V/def2-TZVPD" spin_multiplicity=1 e_tot_ha=-3188.2293 smiles=COCCNCCOC.COCCNCCOC.OCCO.OCCO.OCCO.OCCO.OCCO.OCCO.OCCO.OCCO.OCCO.OCCO
C -8.07 2.61 5.34
O -7.14 1.82 4.61
C -6.33 2.59 3.73
C -5.50 1.68 2.84
N -4.19 1.32 3.40
C -3.32 0.62 2.49
C -2.24 -0.12 3.28
O -2.93 -0.98 4.23
C -1.92 -1.70 4.98
H -8.46 3.46 4.78
H -7.57 3.12 6.16
H -8.91 2.05 5.75
H -5.76 3.34 4.28
H -7.02 3.14 3.09
H -5.41 2.25 1.91
H -6.07 0.75 2.74
H -4.29 0.67 4.17
H -2.84 1.35 1.85
H -3.93 -0.05 1.88
H -1.67 0.59 3.88
H -1.61 -0.67 2.59
H -1.30 -1.04 5.58
H -1.37 -2.40 4.35
H -2.37 -2.37 5.70
C -3.97 -2.41 -5.81
O -3.45 -3.01 -4.64
C -2.24 -3.72 -4.88
C -1.56 -4.16 -3.58
N -0.69 -3.19 -2.88
C 0.15 -3.79 -1.82
C -0.70 -4.18 -0.61
O -1.41 -3.04 -0.14
C -2.41 -3.29 0.84
H -4.06 -3.12 -6.64
H -3.38 -1.52 -6.04
H -4.98 -2.09 -5.56
H -1.57 -3.12 -5.50
H -2.51 -4.62 -5.45
H -0.92 -4.99 -3.88
H -2.30 -4.60 -2.91
H -1.31 -2.62 -2.32
H 0.85 -2.97 -1.67
H 0.65 -4.63 -2.30
H -0.04 -4.47 0.20
H -1.35 -5.00 -0.92
H -2.14 -4.02 1.60
H -3.37 -3.62 0.44
H -2.58 -2.37 1.39
O 3.10 3.62 -3.44
C 2.60 4.29 -2.26
C 1.06 4.39 -2.25
O 0.53 3.09 -1.97
H 2.69 2.75 -3.38
H 2.93 3.67 -1.42
H 3.11 5.23 -2.06
H 0.70 4.93 -3.12
H 0.68 4.95 -1.39
H 0.74 2.44 -2.64
O -4.00 1.15 -1.19
C -3.09 0.07 -1.09
C -3.42 -1.03 -2.15
O -3.02 -0.69 -3.47
H -3.96 1.59 -2.05
H -2.14 0.51 -1.40
H -2.98 -0.24 -0.06
H -4.45 -1.36 -1.99
H -2.96 -1.99 -1.93
H -3.26 -1.41 -4.07
O 1.47 1.00 -3.63
C 0.20 0.24 -3.60
C 0.00 -0.56 -4.90
O 0.60 -1.85 -4.83
H 2.16 0.35 -3.81
H 0.08 -0.38 -2.72
H -0.55 1.04 -3.57
H 0.44 0.01 -5.72
H -1.04 -0.64 -5.22
H 0.28 -2.26 -4.00
O 5.55 -2.76 4.88
C 5.64 -3.56 3.67
C 5.97 -2.68 2.44
O 7.23 -2.05 2.60
H 6.24 -3.04 5.48
H 6.44 -4.30 3.74
H 4.68 -4.06 3.64
H 5.14 -2.02 2.18
H 6.10 -3.22 1.51
H 7.11 -1.29 3.17
O 3.43 -0.92 -3.68
C 4.25 -0.86 -4.84
C 3.55 -0.38 -6.13
O 2.61 -1.34 -6.62
H 3.87 -1.34 -2.93
H 5.05 -0.16 -4.62
H 4.75 -1.82 -5.00
H 4.24 -0.09 -6.91
H 2.97 0.52 -5.91
H 1.98 -1.45 -5.90
O 5.51 1.51 1.29
C 5.60 2.62 0.43
C 4.80 3.80 0.98
O 5.28 4.42 2.17
H 6.20 1.57 1.95
H 6.66 2.90 0.38
H 5.32 2.26 -0.56
H 3.79 3.44 1.14
H 4.74 4.58 0.22
H 5.23 3.66 2.77
O 0.43 2.88 2.49
C 1.49 2.58 3.37
C 0.97 1.74 4.52
O 0.04 2.45 5.35
H 0.20 2.10 1.97
H 2.34 2.10 2.89
H 1.79 3.57 3.74
H 1.86 1.53 5.12
H 0.58 0.81 4.09
H -0.68 2.78 4.81
O 2.43 -2.79 0.55
C 2.15 -3.60 1.67
C 0.98 -2.99 2.48
O 1.30 -1.68 2.92
H 2.47 -1.86 0.81
H 2.00 -4.60 1.25
H 3.09 -3.58 2.22
H 0.72 -3.58 3.36
H 0.14 -2.82 1.80
H 1.89 -1.73 3.67
O 0.45 0.33 1.28
C 1.01 0.27 -0.02
C 2.49 0.78 0.06
O 3.15 -0.04 1.01
H 0.88 -0.38 1.79
H 1.02 -0.73 -0.47
H 0.53 0.93 -0.74
H 2.46 1.85 0.25
H 3.05 0.56 -0.85
H 4.04 0.35 1.01
O -4.57 3.44 -0.07
C -3.55 4.06 0.68
C -2.22 4.22 -0.13
O -1.65 2.96 -0.37
H -4.25 2.56 -0.30
H -3.93 5.04 0.94
H -3.29 3.53 1.60
H -1.52 4.77 0.51
H -2.38 4.75 -1.07
H -0.86 3.12 -0.92

***

(5)
50
Properties=species:S:1:pos:R:3 method="wB97M-V/def2-TZVPD" spin_multiplicity=1 e_tot_ha=-1687.5261 smiles="C[C@@H](O)CO[C@H]1OC(=O)O[C@@H]1CC(=O)Cl.c1ccccc1.c1ccccc1"
C 2.47 4.61 0.99
C 1.75 3.26 0.94
O 0.37 3.43 1.21
C 1.97 2.56 -0.43
O 0.78 2.00 -0.96
C 0.38 0.79 -0.44
O 1.38 -0.18 -0.14
C 0.78 -1.10 0.66
O 1.32 -2.07 1.06
O -0.49 -0.72 0.93
C -0.49 0.75 0.80
C -1.91 1.29 0.72
C -2.24 2.06 -0.53
O -2.32 3.24 -0.57
Cl -2.58 1.11 -1.99
H 2.49 5.09 0.01
H 3.50 4.51 1.32
H 1.93 5.28 1.66
H 2.18 2.66 1.75
H -0.05 3.82 0.43
H 2.30 3.31 -1.15
H 2.78 1.83 -0.36
H -0.23 0.34 -1.23
H 0.02 1.05 1.71
H -2.04 1.98 1.55
H -2.60 0.47 0.90
C -6.62 -2.44 2.76
C -6.19 -1.98 1.52
C -4.85 -1.74 1.29
C -3.92 -1.97 2.30
C -4.35 -2.42 3.54
C -5.69 -2.66 3.77
H -7.67 -2.63 2.93
H -6.91 -1.80 0.73
H -4.51 -1.39 0.32
H -2.87 -1.79 2.12
H -3.62 -2.59 4.33
H -6.02 -3.01 4.74
C 4.79 -3.37 -3.10
C 4.05 -2.77 -2.09
C 3.57 -1.48 -2.26
C 3.84 -0.79 -3.44
C 4.58 -1.39 -4.44
C 5.06 -2.68 -4.27
H 5.15 -4.38 -2.97
H 3.84 -3.30 -1.17
H 2.99 -1.01 -1.48
H 3.47 0.22 -3.57
H 4.79 -0.85 -5.36
H 5.64 -3.16 -5.06

***

Per-record HOMO level, eV: -7.99, -5.58, -8.24, -8.15, -9.23
Per-record orbital gap, eV: 8.5, 7.8, 9.1, 8.1, 9.6
Per-record LUMO level, eV: 0.512, 2.224, 0.841, -0.045, 0.414